No. 1
{"formula": "C9H24N3Si", "method": "the ωB97M-V functional and the def2-TZVPD basis", "charge": 1, "gap_ev": 8.417, "lumo_energy_ev": -2.77, "elements": ["C", "C", "C", "C", "C", "C", "C", "C", "C", "N", "N", "N", "Si", "H", "H", "H", "H", "H", "H", "H", "H", "H", "H", "H", "H", "H", "H", "H", "H", "H", "H", "H", "H", "H", "H", "H", "H"], "coordinates": [[2.462, 4.046, -0.361], [1.554, 3.307, -0.919], [1.027, -1.835, -2.350], [-1.254, -2.503, -2.746], [-1.669, -1.455, 1.549], [-2.808, -2.681, -0.250], [2.021, 0.945, 2.290], [0.203, 2.704, 2.542], [-0.528, -1.846, -0.519], [-0.287, -1.892, -1.779], [-1.591, -2.066, 0.218], [0.974, 1.789, 1.666], [0.623, 1.818, -0.005], [2.911, 4.887, -0.847], [2.789, 4.004, 0.605], [1.128, 3.516, -1.971], [1.825, -1.689, -1.534], [1.343, -2.731, -2.838], [1.198, -0.853, -2.827], [-1.126, -1.969, -3.683], [-1.217, -3.541, -2.815], [-2.199, -1.914, -2.626], [-2.417, -0.642, 1.614], [-2.039, -2.102, 2.316], [-0.751, -0.774, 1.710], [-2.603, -3.420, -0.936], [-3.467, -3.078, 0.511], [-3.424, -1.933, -0.748], [2.892, 0.904, 1.773], [2.017, 1.224, 3.392], [1.846, -0.134, 2.247], [-0.127, 2.386, 3.538], [0.736, 3.645, 2.755], [-0.563, 2.936, 1.837], [0.253, -1.461, 0.056], [1.053, 0.533, -0.508], [-0.783, 1.874, -0.358]], "forces_ev_per_a": [[0.350, 1.568, -1.442], [-3.290, -2.433, -1.534], [3.085, 2.408, 2.669], [-1.042, 4.958, -0.066], [0.867, 2.960, -0.263], [-1.394, 1.624, 0.288], [-3.361, 0.081, 2.197], [1.347, 0.490, -0.791], [-0.380, 0.624, 1.664], [-1.414, -2.487, -2.503], [-0.550, -0.176, 0.504], [0.137, -0.913, 1.343], [1.781, 1.935, -0.437], [0.138, 0.424, -0.686], [0.661, -0.848, 2.646], [1.087, -0.146, 1.556], [-1.284, -0.534, -0.643], [-0.276, -0.347, -0.843], [-0.476, -0.871, -0.828], [1.255, -0.709, -0.632], [-0.245, -1.537, -0.013], [0.019, -1.701, 0.782], [-0.200, -0.333, -0.877], [0.771, -0.889, 0.459], [-0.936, -1.823, 0.325], [0.402, -1.724, -1.305], [0.530, -0.102, 0.660], [-0.077, 0.122, -0.113], [3.195, 1.221, -1.088], [0.820, -0.350, -1.493], [-1.097, -0.292, 0.283], [-0.189, -0.777, -0.559], [0.126, -0.202, -0.231], [-1.499, 0.755, 0.519], [1.375, 0.569, 0.754], [0.461, -0.701, -0.409], [-0.698, 0.154, 0.108]]}

***

No. 2
{"formula": "C9H24N5O7PS", "method": "the ωB97M-V functional and the def2-TZVPD basis", "gap_ev": 9.361, "lumo_energy_ev": 0.32, "elements": ["C", "C", "N", "C", "C", "O", "S", "O", "O", "P", "C", "O", "C", "C", "O", "H", "H", "H", "H", "H", "H", "H", "H", "H", "H", "H", "H", "H", "H", "H", "H", "C", "O", "N", "N", "H", "H", "H", "H", "C", "O", "N", "N", "H", "H", "H", "H"], "coordinates": [[-2.596, -0.354, -0.523], [-2.961, 1.005, 0.089], [-2.057, 2.118, -0.196], [-0.753, 2.016, 0.456], [0.260, 1.198, -0.325], [1.015, 0.364, 0.581], [2.443, -0.012, -0.116], [2.128, -0.567, -1.410], [2.824, -1.270, 0.842], [1.764, -2.602, 0.824], [2.472, -3.606, 2.163], [2.215, -3.480, -0.486], [-1.970, 2.557, -1.509], [-3.072, 2.222, -2.489], [-1.028, 3.253, -1.899], [-3.459, -1.002, -0.613], [-1.904, -0.866, 0.143], [-2.085, -0.277, -1.474], [-3.983, 1.243, -0.169], [-2.964, 0.883, 1.166], [-0.900, 1.652, 1.465], [-0.356, 3.018, 0.562], [0.956, 1.883, -0.806], [-0.179, 0.613, -1.119], [3.438, -3.992, 1.841], [1.789, -4.419, 2.356], [2.639, -3.007, 3.049], [1.438, -3.976, -0.751], [-2.802, 1.364, -3.091], [-4.049, 2.126, -2.037], [-3.116, 3.069, -3.161], [1.055, -1.301, 5.307], [0.877, -2.486, 5.084], [0.802, -0.735, 6.527], [1.526, -0.441, 4.351], [0.944, 0.236, 6.725], [0.457, -1.337, 7.250], [1.722, -0.825, 3.447], [1.682, 0.535, 4.512], [0.548, 0.872, -4.928], [0.070, 1.445, -5.892], [0.778, -0.481, -4.912], [0.897, 1.512, -3.774], [1.177, -0.959, -4.125], [0.540, -0.998, -5.736], [0.751, 2.503, -3.721], [1.289, 1.027, -2.987]], "forces_ev_per_a": [[0.541, 0.009, 0.560], [-0.169, -0.448, 0.190], [0.240, -0.787, -0.961], [-0.221, 0.689, 0.203], [0.456, 0.442, 0.119], [0.055, -0.232, -0.022], [0.449, -0.272, 0.454], [-0.161, 0.083, -0.564], [-0.045, -0.228, -0.170], [-1.548, -0.172, 0.402], [1.054, 0.764, -0.592], [0.724, 0.092, 0.333], [0.431, 0.983, -0.448], [0.014, 0.764, 0.225], [-0.553, -0.817, 0.699], [-0.263, -0.005, -0.130], [0.186, -0.138, 0.027], [-0.194, 0.070, -0.367], [-0.110, 0.406, -0.186], [-0.054, 0.085, 0.243], [-0.008, -0.401, 0.104], [0.029, 0.239, 0.017], [0.041, 0.151, -0.121], [-0.176, -0.340, 0.019], [0.090, -0.184, -0.020], [-0.233, -0.135, 0.145], [-0.265, -0.021, 0.350], [-0.194, -0.002, -0.399], [-0.014, -0.329, 0.045], [-0.141, -0.337, 0.064], [0.036, 0.124, -0.225], [0.014, 0.050, 0.006], [0.016, 0.019, -0.005], [0.004, -0.030, -0.077], [-0.027, -0.052, 0.081], [0.007, 0.021, 0.002], [-0.008, -0.032, 0.014], [-0.018, 0.064, -0.096], [0.010, 0.022, -0.004], [0.079, -0.074, 0.021], [-0.003, -0.056, 0.058], [-0.075, -0.007, 0.030], [0.022, 0.044, 0.011], [0.044, 0.038, 0.011], [0.002, 0.005, -0.042], [-0.146, 0.006, 0.036], [0.080, -0.068, -0.040]]}

***

No. 3
{"formula": "C9H24O3P2Ti", "method": "the ωB97M-V functional and the def2-TZVPD basis", "charge": 2, "gap_ev": 7.189, "lumo_energy_ev": -9.66, "elements": ["Ti", "H", "H", "P", "P", "C", "H", "H", "H", "C", "H", "H", "H", "C", "H", "H", "H", "C", "H", "H", "H", "C", "H", "H", "H", "C", "H", "H", "H", "C", "O", "H", "C", "C", "O", "O", "H", "H", "H"], "coordinates": [[0.038, 0.357, 0.059], [0.294, 1.436, -1.593], [0.375, 0.696, -1.855], [-1.977, 1.746, -0.342], [0.378, -2.291, 0.079], [1.225, -2.724, 1.645], [1.568, -3.766, 1.658], [2.088, -2.069, 1.807], [0.535, -2.574, 2.481], [-0.862, -3.612, -0.105], [-1.370, -3.493, -1.067], [-0.438, -4.622, -0.059], [-1.612, -3.516, 0.687], [1.690, -2.689, -1.134], [2.552, -2.027, -0.991], [2.029, -3.729, -1.052], [1.305, -2.523, -2.144], [-3.685, 1.132, -0.436], [-4.353, 1.983, -0.622], [-3.781, 0.412, -1.255], [-3.973, 0.643, 0.500], [-2.121, 3.030, 0.934], [-1.174, 3.576, 1.007], [-2.928, 3.711, 0.637], [-2.347, 2.579, 1.907], [-1.854, 2.746, -1.856], [-1.887, 2.089, -2.732], [-2.698, 3.447, -1.872], [-0.901, 3.285, -1.856], [-0.148, 0.963, 2.020], [0.339, 1.339, 3.014], [-1.021, -0.577, -0.732], [4.182, 0.599, 0.580], [2.760, 0.961, 0.299], [2.299, 2.064, -0.043], [1.945, -0.061, 0.440], [4.523, 1.166, 1.444], [4.811, 0.769, -0.298], [4.195, -0.454, 0.848]], "forces_ev_per_a": [[2.641, -2.190, -1.010], [0.344, -0.747, -0.560], [-0.096, 0.728, -0.199], [-1.672, 1.222, -0.179], [1.032, -1.054, 0.840], [-0.138, 0.471, 0.392], [-0.226, 0.193, -0.224], [-0.203, -0.161, -0.145], [0.063, -0.151, 0.001], [-0.609, 0.510, -0.198], [0.008, -0.074, 0.103], [0.245, 0.373, 0.043], [0.088, -0.034, -0.111], [-0.131, 0.729, -0.569], [-0.262, -0.176, 0.068], [-0.338, 0.158, 0.201], [0.112, -0.146, 0.005], [0.103, -0.623, 0.050], [0.207, -0.125, 0.070], [-0.039, 0.107, 0.136], [-0.012, 0.076, -0.165], [0.274, -0.006, 0.119], [-0.181, 0.120, 0.050], [0.210, -0.071, 0.204], [-0.101, 0.165, -0.103], [0.401, -0.289, -0.149], [-0.074, 0.203, 0.062], [0.254, -0.141, -0.040], [-0.211, 0.142, -0.098], [3.340, 2.570, 7.655], [-3.107, -1.924, -5.153], [-0.265, -0.002, -0.827], [-0.177, 0.037, 0.023], [0.145, 1.260, -0.364], [-0.334, -1.356, 0.463], [-1.740, -0.220, -0.376], [0.237, 0.226, -0.187], [-0.002, 0.214, 0.238], [0.211, -0.017, -0.066]]}

***

No. 4
{"formula": "C9H24O3P2Ti", "method": "the ωB97M-V functional and the def2-TZVPD basis", "charge": 2, "gap_ev": 6.708, "lumo_energy_ev": -10.21, "elements": ["Ti", "H", "H", "P", "P", "C", "H", "H", "H", "C", "H", "H", "H", "C", "H", "H", "H", "C", "H", "H", "H", "C", "H", "H", "H", "C", "H", "H", "H", "C", "O", "H", "C", "C", "O", "O", "H", "H", "H"], "coordinates": [[-0.430, 0.166, 0.043], [1.006, 1.163, 0.485], [1.182, 0.954, -0.251], [-0.939, 1.767, 1.851], [-0.466, -0.960, -2.067], [-0.481, -2.775, -1.864], [-0.569, -3.225, -2.866], [0.455, -3.083, -1.364], [-1.333, -3.059, -1.222], [-1.986, -0.524, -2.954], [-1.981, 0.572, -3.123], [-1.962, -1.092, -3.906], [-2.858, -0.809, -2.328], [0.936, -0.594, -3.168], [1.873, -0.927, -2.687], [0.756, -1.137, -4.112], [0.976, 0.495, -3.337], [-2.622, 2.477, 1.612], [-2.862, 3.195, 2.413], [-2.655, 2.982, 0.635], [-3.363, 1.662, 1.612], [-1.030, 1.094, 3.562], [-0.027, 0.730, 3.844], [-1.371, 1.872, 4.270], [-1.731, 0.243, 3.570], [0.107, 3.268, 2.051], [0.147, 3.789, 1.080], [-0.316, 3.935, 2.826], [1.123, 2.938, 2.326], [-0.077, -1.416, 1.282], [0.051, -2.277, 2.050], [-0.715, 1.574, -0.869], [3.465, -2.267, -0.171], [2.495, -1.283, 0.417], [2.855, -0.453, 1.278], [1.250, -1.393, -0.030], [3.715, -2.991, 0.633], [4.406, -1.797, -0.520], [2.975, -2.812, -1.001]], "forces_ev_per_a": [[1.750, -1.687, -1.175], [0.998, 0.537, -0.220], [0.591, 0.793, 0.329], [-1.180, 2.265, 1.962], [-0.600, -0.500, -1.975], [0.093, 0.082, 0.461], [-0.064, 0.085, 0.393], [-0.550, 0.047, -0.440], [0.261, -0.095, -0.401], [0.084, 0.027, -0.074], [-0.146, -0.688, -0.097], [-0.390, 0.433, 0.422], [0.362, 0.128, -0.576], [0.099, 0.300, 0.327], [-0.410, 0.094, -0.358], [0.184, 0.259, 0.322], [0.048, -0.476, -0.138], [-0.018, -0.340, -0.538], [0.217, -0.349, -0.231], [-0.061, -0.084, 0.345], [0.113, 0.340, 0.056], [0.290, -0.587, -0.356], [-0.417, 0.144, 0.075], [0.178, -0.296, -0.463], [0.238, 0.321, 0.163], [0.356, -0.333, -0.549], [0.036, -0.056, 0.429], [0.155, -0.481, -0.368], [-0.339, 0.331, -0.004], [-0.348, -4.413, 5.083], [-0.320, 2.443, -2.227], [-0.158, 0.026, 0.233], [-0.201, -0.708, -0.428], [3.160, 2.116, 2.671], [-1.832, -1.686, -2.200], [-1.924, 1.587, -0.754], [-0.063, 0.371, -0.460], [-0.667, -0.095, 0.362], [0.475, 0.149, 0.398]]}

***

No. 5
{"formula": "C9H25AgN2O3", "method": "the ωB97M-V functional and the def2-TZVPD basis", "charge": -1, "gap_ev": [2.200, 7.076], "lumo_energy_ev": [3.06, 3.20], "multiplicity": 2, "elements": ["Ag", "C", "O", "H", "H", "H", "C", "C", "C", "O", "C", "N", "H", "H", "H", "H", "H", "H", "H", "H", "H", "H", "H", "C", "C", "C", "O", "C", "N", "H", "H", "H", "H", "H", "H", "H", "H", "H", "H", "H"], "coordinates": [[-0.553, 0.903, 0.333], [-0.527, 4.319, 0.253], [-0.657, 3.267, 1.112], [-0.168, 3.886, -0.681], [-1.422, 4.915, 0.074], [0.214, 4.981, 0.701], [2.314, -0.415, -1.860], [1.341, 0.846, -2.062], [-0.130, 0.727, -2.457], [-0.818, -0.263, -1.614], [-2.198, -0.335, -1.976], [1.651, 1.619, -0.889], [2.571, -0.520, -0.806], [3.220, -0.318, -2.458], [1.857, -1.357, -2.162], [1.799, 1.445, -2.849], [-0.103, 0.411, -3.500], [-0.694, 1.660, -2.447], [-2.785, -1.152, -1.556], [-2.106, -0.679, -3.006], [-2.800, 0.574, -1.985], [1.236, 2.539, -0.849], [2.601, 1.688, -0.554], [1.689, -2.586, 2.160], [0.814, -1.528, 1.608], [-0.675, -1.859, 1.777], [-1.612, -1.113, 1.072], [-2.910, -1.634, 1.299], [1.032, -0.160, 2.134], [1.332, -3.529, 1.745], [1.572, -2.720, 3.235], [2.729, -2.345, 1.942], [1.004, -1.457, 0.537], [-0.872, -1.678, 2.834], [-0.744, -2.935, 1.616], [-3.127, -2.476, 0.643], [-3.652, -0.877, 1.046], [-3.227, -1.757, 2.335], [2.024, 0.031, 2.143], [0.781, -0.121, 3.111]], "forces_ev_per_a": [[0.306, 1.962, 1.521], [0.543, -1.248, 0.874], [-0.755, -1.591, 0.458], [0.251, 0.821, -1.109], [-0.572, 0.208, -0.268], [0.508, 0.794, -0.435], [-1.595, -0.074, -0.857], [2.832, 0.088, 0.049], [0.390, -1.497, 0.736], [-0.156, 1.070, -0.335], [0.298, -1.149, -2.044], [-1.511, 0.902, 1.748], [-0.015, 0.122, -0.074], [0.008, 0.269, 0.118], [-0.142, -0.014, -0.042], [-0.298, -0.359, -1.066], [-0.310, -0.467, -0.145], [0.223, 0.317, 0.363], [0.644, 0.141, 0.960], [-0.646, 0.206, -0.605], [0.454, 0.404, 0.475], [-0.085, 0.175, -0.059], [-0.028, -0.464, -0.405], [-0.187, -0.613, 0.534], [-1.319, 1.827, -0.746], [1.311, -0.789, 1.478], [-0.552, -0.287, -0.216], [-1.115, 1.131, -0.605], [0.010, -0.414, -0.164], [0.679, -0.300, -0.308], [0.030, 0.255, 0.223], [0.068, -0.418, -0.084], [0.030, -0.053, -0.188], [-0.124, -0.285, 0.490], [-0.513, -0.154, -0.294], [0.229, -0.409, 0.395], [0.251, 0.420, -0.670], [0.896, -0.751, 0.383], [0.291, 0.270, -0.341], [-0.327, -0.045, 0.256]]}

***

No. 6
{"formula": "C9H25As2BF12NNaO", "method": "the ωB97M-V functional and the def2-TZVPD basis", "charge": -1, "gap_ev": [9.723, 4.025], "lumo_energy_ev": [1.87, -3.39], "multiplicity": 2, "elements": ["Na", "B", "H", "H", "H", "H", "As", "F", "F", "F", "F", "F", "F", "As", "F", "F", "F", "F", "F", "F", "C", "C", "N", "C", "C", "C", "C", "H", "H", "H", "H", "H", "H", "H", "H", "H", "H", "H", "H", "H", "H", "H", "C", "C", "O", "C", "H", "H", "H", "H", "H", "H"], "coordinates": [[-0.431, 0.947, 0.016], [-2.544, 2.249, -0.518], [-2.673, 1.876, 0.487], [-3.420, 2.824, -0.772], [-1.698, 2.916, -0.569], [-2.420, 1.420, -1.197], [1.575, 0.182, -3.710], [0.932, 0.666, -2.071], [-0.069, 0.076, -4.359], [2.129, -0.374, -5.343], [3.247, 0.297, -3.089], [1.476, -1.537, -3.174], [1.687, 1.862, -4.294], [0.196, 3.840, 2.780], [-0.160, 2.538, 1.610], [-0.572, 5.000, 1.669], [0.599, 5.221, 3.865], [0.986, 2.665, 3.899], [1.696, 4.128, 1.890], [-1.359, 3.608, 3.626], [-1.879, -1.531, -2.412], [-0.991, -2.006, -1.268], [-1.295, -1.422, 0.084], [-2.700, -1.638, 0.453], [-3.171, -3.081, 0.616], [-0.360, -2.037, 1.053], [-0.482, -1.468, 2.499], [-1.536, -1.852, -3.395], [-1.952, -0.446, -2.490], [-2.924, -1.812, -2.277], [-1.024, -3.091, -1.171], [0.055, -1.808, -1.499], [-2.808, -1.071, 1.378], [-3.388, -1.107, -0.205], [-4.207, -3.111, 0.953], [-3.049, -3.668, -0.295], [-2.571, -3.596, 1.367], [0.657, -1.955, 0.669], [-0.518, -3.112, 1.134], [0.471, -1.613, 3.007], [-1.344, -1.905, 3.004], [-0.604, -0.385, 2.492], [3.702, -0.736, -0.143], [3.040, 0.308, 0.725], [1.844, 0.288, 0.908], [3.930, 1.395, 1.229], [4.570, -0.357, -0.682], [3.003, -1.158, -0.865], [3.998, -1.565, 0.499], [3.329, 2.154, 1.731], [4.249, 1.969, 0.359], [4.778, 1.013, 1.797]], "forces_ev_per_a": [[0.799, 0.232, -0.021], [0.281, -0.058, -0.255], [-0.712, -0.008, 4.899], [-4.701, 0.838, -0.855], [4.491, 1.398, 0.370], [0.487, -2.501, -4.245], [0.418, -0.091, -1.523], [0.413, -0.285, -1.267], [0.828, 0.117, 0.868], [-0.188, 0.428, 1.877], [-1.535, -0.207, -0.435], [0.168, 1.434, -0.279], [-0.195, -1.400, 0.967], [0.111, 1.550, 0.617], [-0.018, 0.206, 0.787], [0.240, -0.977, 0.788], [-0.340, -1.527, -0.799], [-0.784, 1.134, -1.302], [-0.513, -0.523, 0.719], [1.349, -0.085, -0.819], [-0.524, 0.394, 0.272], [0.240, 0.677, -0.088], [-0.023, -1.466, -1.179], [-0.468, 0.863, 0.698], [0.603, -0.171, 0.236], [0.011, 0.574, 0.977], [0.231, 0.243, -1.224], [0.153, -0.246, 0.262], [0.477, 0.204, 0.200], [-0.017, -0.484, -0.039], [-0.262, -0.304, 0.013], [-0.051, 0.292, 0.045], [-0.213, -0.330, 0.328], [0.418, -0.035, -0.435], [0.010, 0.074, -0.166], [-0.241, 0.142, -0.141], [-0.075, -0.014, 0.158], [-0.112, 0.463, -0.013], [-0.302, -0.253, -0.261], [-0.263, -0.367, 0.234], [0.279, -0.054, 0.255], [-0.115, 0.113, -0.082], [-0.191, -0.377, -0.055], [0.358, -0.137, -0.949], [-0.488, -0.001, 0.206], [-0.776, 0.862, -0.026], [-0.028, 0.005, 0.169], [-0.099, 0.217, 0.010], [0.272, -0.048, 0.150], [0.062, -0.324, 0.700], [0.551, -0.354, -0.279], [-0.016, 0.167, -0.070]]}